9
Properties=species:S:1:pos:R:3:nbo_charge:R:1 method="wB97M-V/def2-TZVPD" smiles=Pc1nnco1 total_charge=0 homo_ha=-0.3623 spin_multiplicity=1 orbital_gap_ev=10.56 lumo_energy_ev=0.7021
P 1.005 -1.626 -0.748 0.3517
N 0.131 1.215 -0.524 -0.2605
C -0.888 0.866 1.323 0.2560
N -0.588 1.784 0.411 -0.2658
H -1.525 0.953 2.178 0.2060
O -0.423 -0.345 0.948 -0.4055
H 1.905 -0.908 -1.518 0.0001
C 0.128 -0.143 -0.263 0.1412
H 0.255 -1.797 -1.807 -0.0233

91
Properties=species:S:1:pos:R:3:lowdin_spin:R:1 method="wB97M-V/def2-TZVPD" total_charge=0 homo_ha="-0.2470 / -0.2596" spin_multiplicity=6 orbital_gap_ev="6.77 / 5.51" lumo_energy_ev="0.0536 / -1.5493"
H 3.937 3.148 -1.261 0.0013
C -1.399 -2.888 5.585 0.0129
H -1.566 -1.074 6.721 0.0001
H -3.212 -2.550 1.082 0.0035
H -6.638 -0.919 -0.875 0.0012
Se -1.424 1.890 2.446 0.2759
C 3.030 0.764 -3.424 0.0141
C -2.821 4.147 -1.413 0.0010
H -3.828 -0.267 -2.414 0.0002
H 0.793 2.496 -3.253 0.0004
H 4.179 0.920 0.794 0.0002
N 2.269 -1.168 1.226 0.0426
C -3.503 4.395 -2.598 -0.0024
N -0.365 0.726 -1.274 0.3888
C 4.101 -2.640 1.794 0.0005
H -5.802 1.371 -0.430 -0.0003
C 3.792 1.909 0.529 0.0024
C -1.734 -0.492 -2.820 0.0472
C -5.706 -0.773 -0.343 0.0190
H 4.415 2.648 1.041 0.0009
H -4.016 3.639 -4.539 0.0003
I 5.330 -2.638 -2.934 0.0011
P 2.379 1.374 -1.840 0.0677
C -4.971 -1.869 0.088 -0.0013
C -2.122 2.000 -2.255 0.0198
C -3.777 -1.684 0.766 0.0252
C 4.797 -2.601 -0.924 0.0026
H 0.570 3.824 1.326 0.0012
H -1.443 -3.073 2.213 0.0113
C 3.350 -1.900 0.852 0.0073
H -4.455 -2.373 -3.542 0.0004
C -3.417 -2.065 -3.514 0.0025
C -3.491 3.449 -3.612 0.0016
H -2.713 -3.777 -4.598 -0.0001
H -2.835 4.877 -0.613 0.0002
H -0.338 -3.087 -4.488 0.0001
C 1.611 3.701 1.027 0.0203
H -1.257 -4.507 4.183 -0.0004
H -1.298 -3.523 6.455 0.0008
H -3.696 1.698 0.808 0.0033
C -1.673 -0.701 4.618 0.0181
P 2.075 1.938 1.189 0.0945
H 0.973 -0.628 2.715 0.0025
H 4.183 -3.221 3.869 0.0001
C -2.439 -2.855 -4.102 -0.0004
C 5.237 -3.338 1.330 -0.0016
C 1.853 -1.212 2.474 0.0171
C 3.854 2.092 -0.995 0.0070
H 1.467 1.804 3.529 0.0008
C 2.411 1.845 2.984 0.0190
C -1.500 -2.626 3.195 0.0213
Se -0.321 -2.078 -0.141 1.1167
C -1.344 0.736 -2.063 0.0605
C 3.646 -1.892 -0.564 0.0093
H 0.289 -1.015 -3.305 0.0017
H -4.044 5.323 -2.730 -0.0002
Cl 6.211 -4.255 2.446 -0.0002
C -4.050 0.698 0.595 0.0188
P -1.715 -0.141 1.874 0.3438
H 2.198 0.398 -4.027 0.0004
C 2.512 -1.956 3.462 0.0010
H -1.611 2.749 -0.315 0.0019
C -2.129 2.959 -1.244 0.0024
C -2.807 2.252 -3.440 -0.0003
C -0.753 -1.295 -3.395 0.0194
C 3.641 -2.649 3.129 0.0011
H 3.721 -0.056 -3.250 0.0001
C -1.547 -1.516 5.733 0.0003
C -5.240 0.509 -0.093 -0.0004
H 2.997 0.956 3.214 0.0000
H 1.719 4.039 -0.001 0.0000
H 0.804 3.249 -1.674 0.0004
O 2.874 -1.275 -1.368 0.1035
H 2.974 2.726 3.299 0.0041
H 4.737 1.590 -1.396 0.0001
H -5.323 -2.874 -0.107 -0.0005
C -1.379 -3.439 4.312 -0.0006
C -3.310 -0.397 1.036 0.0361
H -2.801 1.514 -4.232 0.0000
C -1.656 -1.246 3.334 0.0383
C 1.446 2.830 -2.445 0.0113
C -1.107 -2.467 -4.044 0.0057
H 3.520 1.579 -3.961 0.0037
H 2.246 4.317 1.665 0.0037
H 2.116 -1.961 4.468 0.0001
Ru 1.036 -0.049 -0.241 2.0494
H 2.117 3.598 -2.835 0.0024
C 5.572 -3.307 0.005 0.0006
H 6.445 -3.849 -0.333 0.0002
H -1.784 0.369 4.737 0.0052
C -3.068 -0.881 -2.882 0.0081

40
Properties=species:S:1:pos:R:3:nbo_charge:R:1 method="wB97M-V/def2-TZVPD" total_charge=0 homo_ha="-0.2984 / -0.2984" spin_multiplicity=2 orbital_gap_ev="8.44 / 5.04" lumo_energy_ev="0.3154 / -3.0787"
C -0.432 -2.978 -1.730 -0.2223
S -3.970 -1.999 -0.083 2.3205
C -1.502 -5.013 -1.048 -0.2246
N -3.794 -1.938 1.556 -0.8677
C 0.530 0.081 -4.787 -0.2246
C -1.505 -2.239 -1.255 -0.2091
C 0.769 -5.146 -2.142 -0.6362
O -1.779 0.859 4.173 -0.4274
H -0.807 -1.554 -4.268 0.2217
H -1.216 -0.748 -5.803 0.2392
H 1.337 -0.651 -4.826 0.2128
C -0.412 -4.367 -1.627 0.0239
H 0.780 -6.159 -1.742 0.2201
C -1.256 0.517 3.124 0.7708
O -5.152 -2.782 -0.291 -0.9381
H -2.204 0.436 1.104 0.2581
H -1.501 -6.093 -0.967 0.2171
C -0.831 -0.602 -4.797 -0.5397
H 0.737 -5.215 -3.231 0.2246
C -2.580 -2.908 -0.688 -0.3024
S -1.928 0.530 -3.881 0.3270
H 0.632 0.761 -5.637 0.1961
H 1.427 1.272 -3.228 0.4219
C -2.565 -1.461 2.188 -0.2548
H -1.662 -1.921 1.777 0.2104
H -2.634 -1.739 3.238 0.2273
S -0.750 2.331 -1.791 -0.1567
H 0.411 -2.465 -2.175 0.2152
O -3.865 -0.661 -0.577 -0.9302
H -3.396 0.528 2.442 0.2359
H 1.703 -4.655 -1.869 0.2246
C -2.487 0.060 2.084 -0.3323
O -0.156 0.379 2.628 -0.5293
N 0.580 0.819 -3.534 -0.5990
H -4.247 -2.729 1.991 0.4170
C -2.589 -4.293 -0.583 -0.1873
Hg 1.679 0.634 0.100 0.0046
H -1.523 -1.158 -1.322 0.2528
H -3.451 -4.793 -0.159 0.2347
C -0.587 1.258 -3.029 -0.0946

21
Properties=species:S:1:pos:R:3:nbo_charge:R:1 method="wB97M-V/def2-TZVPD" smiles=N[C@@H]1CN[C@@H]2C[C@@]12CO total_charge=0 homo_ha=-0.2918 spin_multiplicity=1 orbital_gap_ev=8.85 lumo_energy_ev=0.9060
H 2.030 -0.759 -0.972 0.2090
N -1.950 -0.922 -0.399 -0.8776
H 0.642 -2.490 0.381 0.2297
C 0.157 0.563 -0.510 -0.1470
C 0.198 -1.519 0.410 -0.2593
H 1.787 1.418 -1.794 0.2115
H -0.587 -1.463 1.231 0.1823
H -0.380 -1.435 -1.663 0.2084
C -0.360 1.275 0.743 -0.0709
H -2.033 -1.791 0.373 0.3743
C 1.561 0.005 -0.327 -0.0920
H 1.762 2.356 -0.359 0.2317
H -2.138 1.484 0.021 0.4730
N 1.531 -0.715 0.901 -0.6138
H 0.356 1.959 1.124 0.1863
H -0.792 0.563 1.559 0.1578
H -2.583 -1.001 -1.196 0.3813
C 1.473 1.386 -0.832 -0.3419
H 1.331 -0.149 1.728 0.3520
O -1.471 2.024 0.295 -0.7220
C -0.535 -0.789 -0.714 -0.0726

10
Properties=species:S:1:pos:R:3:nbo_charge:R:1 method="wB97M-V/def2-TZVPD" smiles="O=[SH](=O)SCS" total_charge=0 homo_ha=-0.3497 spin_multiplicity=1 orbital_gap_ev=9.76 lumo_energy_ev=0.2448
H 0.103 0.408 1.000 0.2645
S -1.393 -0.483 -0.646 0.0929
S -0.072 0.955 -1.173 1.8624
O -0.315 1.344 -2.513 -0.8897
O 1.244 0.560 -0.685 -0.9397
H -1.152 -0.644 1.713 0.2510
H 1.841 -1.431 0.633 0.1563
S 0.675 -1.957 1.063 -0.0142
H -0.451 1.829 -0.237 -0.0178
C -0.481 -0.581 0.845 -0.7656

59
Properties=species:S:1:pos:R:3:nbo_charge:R:1 method="wB97M-V/def2-TZVPD" total_charge=-1 homo_ha="-0.1060 / -0.1061" spin_multiplicity=1 orbital_gap_ev="4.89 / 4.89" lumo_energy_ev="2.0001 / 2.0001"
C 3.151 -2.950 -1.913 -0.2984
H -2.938 -2.620 -3.755 0.1783
C 2.353 1.054 3.904 -0.2901
C -4.073 -2.069 -0.595 -0.2427
H 3.226 -3.533 -2.825 0.2234
Cl 0.102 2.654 -6.079 0.0527
H 0.749 1.864 2.809 0.2615
C 3.455 0.072 3.906 -0.0343
C 2.194 -2.019 -1.776 0.0413
N -1.569 -0.228 1.422 -0.4731
Br 4.600 -0.084 5.432 0.0457
N 1.797 0.288 1.676 -0.5085
C 1.563 1.146 2.824 0.0737
H -1.573 3.031 -1.568 0.3746
H 0.302 4.450 -0.886 0.2018
H 4.700 -2.620 1.111 0.2191
Cl -2.206 3.916 -4.829 0.0423
H -4.861 -3.156 -2.280 0.1850
N -0.561 1.460 -2.706 -0.2552
C -1.329 2.379 -5.052 -0.1772
C -4.042 -2.549 -1.904 -0.2651
C -1.936 -0.980 -0.950 -0.5042
H -1.843 2.595 0.000 0.3636
O 0.884 4.574 1.869 -0.7294
H 4.461 -1.419 2.856 0.2217
H 0.321 -0.932 2.058 0.2171
C -0.901 1.866 -3.742 0.1829
H 0.818 -0.615 -2.381 -0.7047
H -1.061 4.790 0.207 0.1842
Sr 0.200 0.547 -0.383 1.7108
C -0.336 4.031 -0.101 -0.3419
H -2.116 1.767 1.863 0.1832
H -1.957 0.723 3.294 0.1595
C -1.544 0.942 2.302 -0.4146
H -1.067 -1.219 -2.897 0.2019
H 1.489 -1.847 -2.582 0.2904
C -3.012 -1.293 -0.124 -0.1215
C 3.648 -0.707 2.833 -0.3145
Br 5.477 -4.491 -0.970 0.0353
H 2.185 1.691 4.766 0.2309
H -1.043 -1.581 2.992 0.1663
C 4.102 -3.171 -0.806 -0.0355
C -2.945 -0.700 1.241 -0.2290
O 0.874 2.396 1.147 -0.8483
H -0.519 1.309 2.428 0.2103
C -0.716 -1.281 1.989 -0.4536
H -3.659 0.134 1.263 0.1908
C 2.910 -1.413 0.423 0.1858
C -1.910 -1.462 -2.257 -0.1898
H -0.701 -2.175 1.356 0.2261
C 2.743 -0.570 1.648 0.2954
H -4.917 -2.300 0.048 0.1756
C 3.994 -2.441 0.314 -0.2995
N -1.031 2.847 -0.611 -0.8759
C -2.961 -2.247 -2.735 -0.2781
H -3.246 -1.420 2.012 0.1681
N 2.103 -1.245 -0.551 -0.4669
C 0.571 3.623 1.094 0.7844
Cl -2.403 1.190 -5.833 0.0685

132
Properties=species:S:1:pos:R:3:mulliken_charge:R:1 method="wB97M-V/def2-TZVPD" smiles=CC(C)O.CC(C)O.CC(C)O.CC(C)O.CC(C)O.CC(C)O.CC(C)O.CC(C)O.CC(C)O.CC(C)O.CC(C)O total_charge=0 homo_ha=-0.3554 spin_multiplicity=1 orbital_gap_ev=10.02 lumo_energy_ev=0.3490
C 0.237 0.212 -0.191 1.3985
H -2.602 4.751 -1.410 0.2570
H 1.216 0.409 -0.636 0.1311
C 1.700 4.201 -1.025 -0.9636
H 3.489 0.590 2.880 0.0359
H -1.909 -2.343 -3.728 0.2347
H 5.472 1.903 4.431 0.3568
O 6.110 -1.058 -0.034 -0.5924
C -3.174 -3.445 2.354 0.4903
O -0.493 -1.398 3.228 -0.3439
H 5.467 -2.931 -0.512 0.3559
C -2.124 2.317 2.597 -1.2118
C -1.155 3.482 2.520 0.6513
H 0.430 -5.269 -0.197 0.2031
H 5.283 -1.797 2.326 0.1281
H -1.819 5.835 -2.624 0.2879
C 3.206 2.889 4.220 -1.1291
H 2.163 3.282 -0.627 0.1365
H -1.199 1.963 -0.387 -0.1337
H -4.940 0.387 -2.793 0.3582
C -0.712 3.936 3.907 -1.3962
H -4.428 -3.212 4.241 0.3694
H 4.349 3.460 2.463 0.1276
C 1.312 -1.958 -4.312 -0.5871
H 3.738 3.455 4.965 0.4549
H 0.152 4.613 3.775 0.2514
H -3.107 -3.062 -2.607 0.1768
O -1.775 -3.612 2.202 -0.4034
C -3.461 -3.535 3.873 -1.1815
H -2.615 -7.214 -1.596 0.4405
C -2.535 5.017 -2.445 -1.4141
H 2.840 1.957 4.672 0.3408
C 1.235 6.676 -0.812 -1.4019
H -3.182 -6.533 -0.032 0.2729
H 0.596 4.101 -0.950 0.0046
C -0.985 0.965 -0.783 -0.5872
O 1.714 5.182 1.085 -0.4715
H -1.604 4.260 1.917 0.3059
H 3.128 -2.633 0.111 0.2874
C 0.188 -2.428 5.189 -1.8308
H 1.027 -2.634 5.819 0.5088
H -0.343 3.059 4.454 0.2266
C -2.836 -6.297 -1.040 -1.3815
H -0.469 -0.033 -5.154 -0.0602
H -3.653 -5.818 -1.617 0.3028
H 0.880 -0.518 4.568 0.1048
C 1.742 -2.113 3.274 -1.0811
C 5.209 -2.144 0.190 0.2853
H 1.522 -3.179 2.997 0.2535
H -3.347 -4.579 4.106 0.3344
H 0.052 -1.650 -1.399 -0.2846
H 3.479 -1.021 0.557 -0.2009
H -4.575 -1.921 1.841 0.5388
C 3.768 -1.796 -0.121 -0.3019
C 4.200 2.588 3.126 0.4199
H -1.329 -2.845 2.574 0.1713
C 0.590 -1.477 4.089 1.0087
C -1.576 -5.393 -1.071 0.5591
H -1.699 -3.954 0.250 -0.0994
H 1.906 -1.160 -7.276 0.3105
O -1.834 -4.074 -0.717 0.0327
C 1.473 -0.884 -5.380 0.5101
H -3.120 -0.315 -4.835 0.2665
H 0.267 0.255 -6.804 0.4752
H -0.741 -6.044 0.855 0.2455
H 1.863 4.313 -2.087 0.5267
H -2.987 -1.293 2.425 0.0775
H 1.984 -1.508 2.390 -0.0928
H 0.627 -1.597 -3.556 -0.2290
C -0.450 -5.940 -0.211 -1.2808
C -2.097 3.752 -3.192 1.2230
C -3.495 -2.044 1.774 -0.6309
H -1.069 3.453 -2.893 -0.1100
H -2.070 2.901 -5.153 0.2985
H 0.524 3.811 1.615 -0.2335
H -1.787 1.443 3.135 0.0999
C -4.753 -0.669 -2.683 -1.4346
C 0.097 -1.299 -0.345 -0.4571
H -0.164 -3.401 4.808 0.2901
H 2.343 3.434 3.826 0.0616
O 5.511 2.383 3.602 -0.6316
H -3.543 5.280 -2.782 0.4410
H -3.230 -2.033 0.732 -0.0649
H -0.118 -6.905 -0.646 0.4120
H 2.041 -0.067 -4.935 0.1676
H 1.019 -2.937 -4.699 0.3460
H 3.094 1.567 1.492 -0.0125
O -2.969 2.751 -2.758 -0.5179
H 0.214 1.387 1.531 -0.3024
H 1.587 5.999 1.566 0.2240
O 0.260 0.413 1.255 0.3664
O -2.846 0.019 -3.959 -0.4983
O 2.317 -1.416 -6.457 -0.5597
H 0.200 6.382 -0.922 0.2810
H -2.739 -2.877 4.409 0.1113
H -3.212 4.280 -4.939 0.2819
H -0.910 1.030 -1.870 0.2944
H 1.346 7.527 -0.148 0.4386
C 0.118 -0.452 -5.964 -1.0306
H 3.580 -1.533 -1.169 0.1537
H -5.362 -1.100 -3.481 0.3530
C -3.279 -0.882 -2.975 2.1921
C -2.180 3.912 -4.705 -1.2656
H 5.667 -0.271 0.265 0.3441
H 4.847 -3.475 1.892 0.3351
H -5.115 -1.091 -1.727 0.2678
H -1.414 4.548 -5.160 0.3836
H 1.006 -1.747 0.070 -0.1578
H -1.436 4.459 4.521 0.4411
H -2.343 2.039 1.567 0.2085
H -2.842 1.962 -3.302 0.1455
H 1.639 6.949 -1.800 0.3936
H -2.677 -0.520 -2.151 -1.2976
H 4.811 1.097 1.817 0.1796
H -0.298 -0.736 2.557 0.0541
H 6.483 -2.900 1.657 0.3817
H 3.114 5.665 -0.346 0.1852
H -3.523 -2.581 -4.326 0.4444
O -0.051 3.054 1.789 0.1196
C 5.451 -2.605 1.596 -1.1305
H -1.249 -5.348 -2.084 0.3941
C -2.952 -2.330 -3.411 -1.0527
H -0.552 -1.927 5.788 0.4267
C 2.041 5.458 -0.278 0.5758
C 3.855 1.401 2.266 -0.2683
H -0.725 -1.827 0.142 -0.1941
H -0.380 -1.367 -6.283 0.3854
H -3.584 -4.301 1.795 0.3204
H -3.045 2.676 3.039 0.5588
H 2.285 -2.081 -3.845 0.2757
H 2.604 -2.122 3.927 0.5390
H -1.881 0.369 -0.542 -0.1010

9
Properties=species:S:1:pos:R:3:nbo_charge:R:1 method="wB97M-V/def2-TZVPD" total_charge=-1 homo_ha="-0.1349 / -0.1351" spin_multiplicity=1 orbital_gap_ev="7.24 / 7.64" lumo_energy_ev="3.5730 / 3.9666"
H 0.532 0.546 1.575 0.1411
C -0.167 -0.123 1.202 0.0049
C -0.829 -0.893 1.958 -0.5840
H -1.525 -1.717 1.596 0.2028
O 0.889 1.844 -1.873 -0.5498
H -0.883 -0.563 3.047 0.1859
N 0.712 0.740 -2.305 0.4879
O 0.678 0.503 -3.535 -0.5869
N 0.593 -0.336 -1.665 -0.3018

Sequential relative energy (zero: lowest compared OMol25 entry of this formula, charge and spin) output: 165.6, 154.7, 0.0, 625.1, 40.8, 269.5, 146.3, 682.2 kJ/mol
Sequential maximum force output: 4.7, 0.1, 0.9, 4.6, 3.3, 3.7, 2.2, 4.3 eV/A